(1)
Density functional theory data (ωB97M-V with the def2-TZVPD basis set) for one molecule with the formula H8N2Si2 in a non-equilibrium geometry.

Properties
Highest occupied orbital energy in eV: -9.44
DFT total energy in eV: -18865.24145
HOMO-LUMO gap in eV: 10.35
Molecular weight in u: 92.2
SMILES string: N[SiH](N)[SiH3]
Relative energy (zero: lowest compared OMol25 entry of this formula, charge and spin) in kJ/mol: 124.0

Positions of all 12 atoms, in Å:
1 Si -0.42 -0.42 -0.36
2 Si 1.86 -0.01 0.15
3 N -1.23 0.90 -1.11
4 N -1.26 -0.50 1.20
5 H -1.09 -1.61 -1.34
6 H -2.27 -0.64 1.17
7 H -1.04 1.76 -0.61
8 H 2.14 0.08 1.61
9 H 2.33 1.27 -0.18
10 H -0.79 1.04 -2.01
11 H -1.01 -0.98 2.02
12 H 2.79 -0.88 -0.55



(2)
Density functional theory data (ωB97M-V with the def2-TZVPD basis set) for a 2-piece molecular cluster, H8N2Si2 overall in a non-equilibrium geometry.

Properties
Highest occupied orbital energy in eV: -8.60
DFT total energy in eV: -18861.80658
HOMO-LUMO gap in eV: 8.90
Molecular weight in u: 92.2
Relative energy (zero: lowest compared OMol25 entry of this formula, charge and spin) in kJ/mol: 455.4

Positions of all 12 atoms, in Å:
1 Si 1.45 -0.50 -0.45
2 Si -0.63 1.37 0.73
3 N -1.12 -1.09 0.12
4 N -0.07 -0.04 0.02
5 H -0.94 2.16 -0.53
6 H -1.74 0.87 1.60
7 H -1.81 -0.97 -0.65
8 H 0.51 1.87 1.62
9 H 2.18 -0.55 0.81
10 H -0.69 -1.97 -0.13
11 H 1.07 -1.82 -1.08
12 H 1.78 0.67 -2.08



(3)
Density functional theory data (ωB97M-V with the def2-TZVPD basis set) for H8NaO4 as an isolated structure.

Properties
Highest occupied orbital energy in eV: -14.46
DFT total energy in eV: -12730.80973
HOMO-LUMO gap in eV: 9.82
Molecular weight in u: 95.0
Net charge: +1
Relative energy (zero: lowest compared OMol25 entry of this formula, charge and spin) in kJ/mol: 186.9

Positions of all 13 atoms, in Å:
1 Na 0.55 0.58 -0.40
2 O -2.60 2.75 -0.38
3 O 3.01 -2.43 0.18
4 O -1.18 -2.02 -3.65
5 O 0.82 1.81 3.84
6 H 2.68 -3.12 0.75
7 H 0.35 2.63 3.99
8 H -3.10 3.28 0.25
9 H 3.89 -2.71 -0.06
10 H -1.44 -1.82 -4.55
11 H 1.33 1.67 4.64
12 H -1.01 -2.97 -3.66
13 H -3.27 2.36 -0.94



(4)
Density functional theory data (ωB97M-V with the def2-TZVPD basis set) for H8NaO4 as an isolated structure in a non-equilibrium geometry.

Properties
Highest occupied orbital energy in eV: -16.14
DFT total energy in eV: -12729.92485
HOMO-LUMO gap in eV: 12.48
Molecular weight in u: 95.0
Net charge: +1
Relative energy (zero: lowest compared OMol25 entry of this formula, charge and spin) in kJ/mol: 272.3

Positions of all 13 atoms, in Å:
1 Na -0.18 0.10 -0.53
2 O 0.18 -1.18 0.90
3 O 1.23 0.83 -1.40
4 O -1.93 -0.88 -0.39
5 O 0.65 1.07 0.87
6 H 1.35 1.43 0.32
7 H 2.09 1.18 -1.62
8 H 0.89 0.49 -2.23
9 H 0.38 -0.68 1.69
10 H -1.77 -1.44 0.38
11 H -2.88 -0.74 -0.39
12 H -0.18 -2.01 1.23
13 H 0.17 1.84 1.18



(5)
Density functional theory data (ωB97M-V with the def2-TZVPD basis set) for a 4-piece molecular cluster, H8O4 overall.

Properties
Highest occupied orbital energy in eV: -11.09
DFT total energy in eV: -8319.56469
HOMO-LUMO gap in eV: 11.53
Molecular weight in u: 72.1
SMILES string: O.O.O.O
Relative energy (zero: lowest compared OMol25 entry of this formula, charge and spin) in kJ/mol: 107.2

Positions of all 12 atoms, in Å:
1 O 0.51 -2.40 2.63
2 O -1.21 -3.75 0.98
3 O 3.02 -3.69 5.15
4 O -2.02 9.97 -8.67
5 H -0.19 -3.06 2.53
6 H -2.34 9.10 -8.43
7 H -2.74 10.56 -8.44
8 H 2.50 -3.75 4.35
9 H -0.98 -4.68 1.04
10 H -2.14 -3.57 0.82
11 H 2.48 -3.42 5.89
12 H 0.87 -2.27 1.74



(6)
Density functional theory data (ωB97M-V with the def2-TZVPD basis set) for a 4-piece molecular cluster, H8O4 overall in a non-equilibrium geometry.

Properties
Highest occupied orbital energy in eV: -10.49
DFT total energy in eV: -8318.76715
HOMO-LUMO gap in eV: 10.95
Molecular weight in u: 72.1
SMILES string: O.O.O.O
Relative energy (zero: lowest compared OMol25 entry of this formula, charge and spin) in kJ/mol: 184.2

Positions of all 12 atoms, in Å:
1 O -2.11 -0.50 -3.29
2 O 2.70 -0.33 -0.17
3 O 0.38 -0.99 -0.05
4 O -0.90 2.00 3.21
5 H -1.66 -0.26 -2.42
6 H 0.01 -0.88 0.77
7 H -2.39 -1.44 -3.23
8 H 3.36 -1.03 0.04
9 H 2.35 -0.34 0.71
10 H -1.59 1.45 3.39
11 H -1.21 2.96 3.27
12 H 0.52 -1.92 -0.20



(7)
Density functional theory data (ωB97M-V with the def2-TZVPD basis set) for a 4-piece molecular cluster, H8O4 overall in a non-equilibrium geometry.

Properties
Highest occupied orbital energy in eV: -10.95
DFT total energy in eV: -8318.65343
HOMO-LUMO gap in eV: 11.68
Molecular weight in u: 72.1
SMILES string: O.O.O.O
Relative energy (zero: lowest compared OMol25 entry of this formula, charge and spin) in kJ/mol: 195.2

Positions of all 12 atoms, in Å:
1 O -0.83 -5.07 0.25
2 O -3.28 -3.68 1.75
3 O 2.93 6.01 -1.93
4 O 1.35 2.73 -0.15
5 H -1.62 -4.40 0.36
6 H 3.55 6.34 -2.51
7 H 1.26 3.54 0.45
8 H -3.74 -4.26 2.38
9 H -0.84 -5.99 0.42
10 H 0.90 2.88 -1.06
11 H -2.67 -3.10 2.05
12 H 2.98 5.01 -2.02



(8)
Density functional theory data (ωB97M-V with the def2-TZVPD basis set) for a 4-piece molecular cluster, H8O4 overall in a non-equilibrium geometry.

Properties
Highest occupied orbital energy in eV: -9.96
DFT total energy in eV: -8318.28574
HOMO-LUMO gap in eV: 10.43
Molecular weight in u: 72.1
SMILES string: O.O.O.O
Relative energy (zero: lowest compared OMol25 entry of this formula, charge and spin) in kJ/mol: 230.6

Positions of all 12 atoms, in Å:
1 O -23.30 -24.89 -33.77
2 O -20.84 -25.70 -33.10
3 O -18.27 -24.60 -33.01
4 O -19.80 -28.04 -32.58
5 H -19.25 -27.64 -32.04
6 H -19.43 -28.33 -33.48
7 H -22.38 -25.23 -33.58
8 H -20.73 -26.60 -33.26
9 H -24.13 -25.22 -33.26
10 H -20.00 -25.30 -33.03
11 H -18.18 -24.13 -32.28
12 H -18.24 -24.33 -33.83



- Which of these has the highest highest occupied orbital energy?
  number 2



Repeat the fourth record exactly.
Density functional theory data (ωB97M-V with the def2-TZVPD basis set) for H8NaO4 as an isolated structure in a non-equilibrium geometry.

Properties
Highest occupied orbital energy in eV: -16.14
DFT total energy in eV: -12729.92485
HOMO-LUMO gap in eV: 12.48
Molecular weight in u: 95.0
Net charge: +1
Relative energy (zero: lowest compared OMol25 entry of this formula, charge and spin) in kJ/mol: 272.3

Positions of all 13 atoms, in Å:
1 Na -0.18 0.10 -0.53
2 O 0.18 -1.18 0.90
3 O 1.23 0.83 -1.40
4 O -1.93 -0.88 -0.39
5 O 0.65 1.07 0.87
6 H 1.35 1.43 0.32
7 H 2.09 1.18 -1.62
8 H 0.89 0.49 -2.23
9 H 0.38 -0.68 1.69
10 H -1.77 -1.44 0.38
11 H -2.88 -0.74 -0.39
12 H -0.18 -2.01 1.23
13 H 0.17 1.84 1.18



Repeat the third record exactly.
Density functional theory data (ωB97M-V with the def2-TZVPD basis set) for H8NaO4 as an isolated structure.

Properties
Highest occupied orbital energy in eV: -14.46
DFT total energy in eV: -12730.80973
HOMO-LUMO gap in eV: 9.82
Molecular weight in u: 95.0
Net charge: +1
Relative energy (zero: lowest compared OMol25 entry of this formula, charge and spin) in kJ/mol: 186.9

Positions of all 13 atoms, in Å:
1 Na 0.55 0.58 -0.40
2 O -2.60 2.75 -0.38
3 O 3.01 -2.43 0.18
4 O -1.18 -2.02 -3.65
5 O 0.82 1.81 3.84
6 H 2.68 -3.12 0.75
7 H 0.35 2.63 3.99
8 H -3.10 3.28 0.25
9 H 3.89 -2.71 -0.06
10 H -1.44 -1.82 -4.55
11 H 1.33 1.67 4.64
12 H -1.01 -2.97 -3.66
13 H -3.27 2.36 -0.94